A molecular structure, C9H8N4O13PtS. Source: the Open Molecules 2025 dataset; level of theory: wB97M-V/def2-TZVPD.

Last column: Löwdin charge in e.
Element x y z (Å)
Pt (-0.17166, 0.14145, 0.25377)  1.44
N (2.13595, 0.72473, 0.71521)  -0.01
C (3.08608, -0.35124, 0.44073)  -0.24
C (2.49765, -1.36495, -0.54480)  -0.12
C (1.53076, -2.29067, 0.20460)  -0.63
O (1.92184, -3.40365, 0.53808)  0.02
O (0.36355, -1.82613, 0.52336)  -0.16
H (2.13434, 1.45998, 0.00001)  0.04
H (2.24082, 1.12950, 1.63500)  0.10
H (3.31874, -0.86583, 1.37541)  0.12
H (4.02629, 0.04708, 0.03926)  0.11
H (3.28546, -1.97729, -0.98014)  0.11
H (1.97079, -0.83150, -1.33263)  0.09
O (1.45383, 2.60667, -1.32484)  -0.37
S (0.08875, 2.09655, -1.48498)  0.30
O (-0.64211, 2.80391, -2.50013)  -0.31
O (0.14830, 0.58982, -1.74608)  -0.45
O (-0.62359, 2.11008, -0.13393)  -0.44
O (-4.46669, -3.08314, 5.62176)  0.02
N (-4.49422, -3.61443, 4.51440)  -0.38
O (-5.10839, -4.66149, 4.30840)  0.01
C (-3.78608, -2.99928, 3.44336)  -0.18
C (-3.01790, -1.84685, 3.67498)  0.07
C (-2.32248, -1.25208, 2.64269)  -0.10
C (-2.52284, -1.67355, 1.25705)  -0.29
O (-2.25100, -0.94095, 0.28653)  -0.06
C (-3.20204, -2.95178, 1.11847)  -0.06
C (-3.82996, -3.56899, 2.18402)  0.06
N (-3.30228, -3.60493, -0.16006)  -0.35
O (-2.78519, -3.11288, -1.14236)  0.09
O (-3.94416, -4.66195, -0.21671)  0.00
N (-1.52652, -0.15077, 2.95569)  -0.33
O (-0.40664, 0.12007, 2.28998)  -0.24
O (-1.70524, 0.47421, 4.03839)  -0.05
H (-2.93798, -1.42642, 4.66328)  0.11
H (-4.36446, -4.49043, 2.02662)  0.12

Computed properties:
- Energy above the lowest of the compared OMol25 structures with the same formula, charge and spin: 0.145 eV
- Lowest unoccupied orbital energy (spin up / spin down): 0.16726 / 0.16720 Eh
- 2S+1: 3
- HOMO-LUMO gap (spin up / spin down): 5.92 / 7.70 eV
- Net charge: -2

=====

A gas-phase ion, C9H8NO3S (charge -1). Source: the Open Molecules 2025 dataset; level of theory: wB97M-V/def2-TZVPD.

Last column: Löwdin charge in e.
Element x y z (Å)
O (-4.34640, -0.49747, -0.36950)  -0.06
N (-3.68952, -0.48672, -1.42618)  -0.48
O (-4.34399, -0.61586, -2.51150)  -0.10
C (-2.35367, -0.50194, -1.52841)  -0.04
C (-1.34977, 0.30719, -1.34507)  -0.15
O (0.03892, -0.05719, -1.48234)  -0.25
C (0.30399, -1.37660, -1.77200)  -0.49
S (1.79418, -1.84663, -0.72053)  0.88
C (1.60586, -0.55375, 0.48114)  -0.57
C (2.57425, 0.41975, 0.64706)  -0.13
C (2.33027, 1.41994, 1.54094)  -0.13
C (1.16071, 1.53728, 2.30612)  -0.10
C (0.16932, 0.60062, 2.04268)  -0.10
C (0.45304, -0.48399, 1.26425)  -0.12
H (-1.19482, 1.40277, -1.29642)  0.12
H (0.56535, -1.54573, -2.91196)  0.12
H (-0.49099, -2.01665, -1.48030)  0.04
H (3.43332, 0.47852, 0.00341)  0.10
H (3.22337, 2.02265, 1.94126)  0.12
H (1.10727, 2.51318, 2.74188)  0.09
H (-0.73687, 0.63632, 2.74346)  0.13
H (-0.25378, -1.35568, 1.13202)  0.14

Computed properties:
- Energy above the lowest of the compared OMol25 structures with the same formula, charge and spin: 6.600 eV
- Lowest unoccupied orbital energy: 0.10933 Eh
- SMILES: [O-][N+]([O-])=C=COCSc1ccccc1
- HOMO-LUMO gap: 7.16 eV
- Net charge: -1

=====

A single C9H8O4 molecule. Source: the Open Molecules 2025 dataset; level of theory: wB97M-V/def2-TZVPD.

Last column: Löwdin charge in e.
Element x y z (Å)
O (-3.55486, -0.83460, -0.29997)  0.07
C (-2.39240, -0.56459, 0.04061)  -0.45
O (-2.17639, -0.07785, 1.25542)  0.08
C (-1.25587, -0.65346, -0.93553)  -0.20
O (-1.56437, -1.49784, -1.94299)  0.06
C (0.07210, -0.36047, -0.62270)  -0.09
C (1.09573, -1.11636, -1.27647)  0.00
C (2.41425, -1.10244, -0.79652)  -0.06
C (2.72123, -0.23962, 0.29022)  -0.11
C (1.83653, 0.68921, 0.73428)  -0.05
C (0.45775, 0.66158, 0.37586)  -0.15
C (-0.49029, 1.59875, 0.70685)  -0.14
O (-0.44704, 2.57946, 1.60565)  0.04
H (-2.98091, 0.20188, 1.73699)  0.16
H (-2.52614, -1.37265, -1.96631)  0.10
H (0.86298, -1.48312, -2.20823)  0.09
H (3.13380, -1.87609, -1.14650)  0.11
H (3.85567, -0.16643, 0.40103)  0.13
H (2.10099, 1.42609, 1.47558)  0.10
H (-1.50422, 1.63065, 0.27021)  0.14
H (0.34148, 2.55790, 2.30256)  0.18

Computed properties:
- Energy above the lowest of the compared OMol25 structures with the same formula, charge and spin: 2.668 eV
- Lowest unoccupied orbital energy (spin up / spin down): -0.02557 / -0.01808 Eh
- SMILES: O=C(O)/C(O)=c1/cccc/c1=C\O
- HOMO-LUMO gap (spin up / spin down): 6.25 / 6.66 eV

=====

A single C9H8O4S molecule. Source: the Open Molecules 2025 dataset; level of theory: wB97M-V/def2-TZVPD.

Last column: Löwdin charge in e.
Element x y z (Å)
C (-0.97496, 0.44591, 2.09285)  0.12
C (-1.01050, 0.65197, 0.75242)  -0.23
C (-0.45531, 1.93450, 0.22085)  -0.42
O (-0.39793, 2.94254, 0.89428)  0.10
C (-0.07326, 1.98886, -1.20846)  -0.10
C (0.64830, 0.75100, -1.68704)  -0.10
C (1.35120, 0.00078, -0.90353)  0.06
C (1.76642, -1.02840, -0.11670)  -0.29
O (2.99305, -1.22678, 0.47475)  0.03
C (0.82044, -2.08792, 0.22968)  -0.07
C (-0.47665, -2.03286, 0.23155)  -0.11
S (-1.62859, -0.69124, -0.36658)  0.70
O (-2.90195, -1.12596, 0.13961)  -0.32
O (-1.64304, -0.49636, -1.79205)  -0.29
H (-0.80796, 1.26397, 2.76527)  0.08
H (-1.08308, -0.53648, 2.64578)  0.11
H (0.49262, 2.94125, -1.27652)  0.14
H (-1.02207, 2.16734, -1.69920)  0.13
H (0.59018, 0.50301, -2.71006)  0.11
H (3.75679, -0.63355, 0.22270)  0.15
H (1.31759, -2.89101, 0.62414)  0.10
H (-1.26129, -2.84056, 0.46625)  0.13

Computed properties:
- Energy above the lowest of the compared OMol25 structures with the same formula, charge and spin: 6.223 eV
- Lowest unoccupied orbital energy: -0.01990 Eh
- SMILES: C=C1C(=O)CC=C=C(O)/C=C\S1(=O)=O
- HOMO-LUMO gap: 8.49 eV

=====

A molecular structure, C9H8O5SW. Source: the Open Molecules 2025 dataset; level of theory: wB97M-V/def2-TZVPD.

Last column: Löwdin charge in e.
Element x y z (Å)
W (-8.37919, 5.45191, 3.90010)  1.92
O (-11.63647, 3.16203, 4.36084)  0.26
C (-10.81486, 3.97797, 3.90104)  -0.38
O (-9.85581, 4.55225, 4.68127)  -0.09
C (-10.61835, 4.39936, 2.42399)  -0.08
C (-10.68273, 5.94640, 2.32975)  -0.26
C (-10.46260, 6.40117, 0.92331)  -0.08
C (-9.02811, 6.03798, 0.51213)  -0.10
C (-8.34145, 4.98090, 1.27845)  0.09
O (-9.59690, 6.59719, 3.05795)  -0.20
C (-9.27632, 3.89152, 1.71717)  -0.12
C (-8.34430, 2.96119, 2.50634)  -0.44
O (-8.17344, 1.76600, 2.31864)  0.28
O (-7.66186, 3.69257, 3.44701)  -0.12
H (-11.45237, 3.87522, 1.87582)  0.21
H (-11.67520, 6.28632, 2.76462)  0.23
H (-10.70477, 7.44678, 0.84497)  0.15
H (-11.23559, 5.93883, 0.25850)  0.18
H (-8.46238, 7.02303, 0.52734)  0.19
H (-9.11281, 5.73732, -0.56531)  0.22
H (-7.31533, 4.80313, 0.96743)  0.18
H (-9.51796, 3.32519, 0.70693)  0.28
S (-5.92514, 7.17128, 5.70418)  1.26
C (-7.16299, 6.51227, 5.12981)  -0.58

Computed properties:
- Lowest unoccupied orbital energy (spin up / spin down): -0.58615 / -0.60661 Eh
- 2S+1: 2
- HOMO-LUMO gap (spin up / spin down): 6.01 / 5.51 eV
- Net charge: +3

=====

A single C9H9B molecule. Source: the Open Molecules 2025 dataset; level of theory: wB97M-V/def2-TZVPD.

Last column: Löwdin charge in e.
Element x y z (Å)
B (2.95015, -0.10971, 0.07242)  -0.43
C (2.71106, 1.29597, -0.01097)  0.17
C (1.99615, -1.32618, -0.02218)  -0.06
C (0.36050, 1.81204, -0.06579)  0.22
C (0.65915, -1.50590, -0.05238)  -0.09
C (-1.97122, 1.15499, 0.01732)  0.05
C (-1.73799, -1.14377, 0.00046)  -0.04
C (-0.61293, 0.84773, -0.00168)  -0.25
C (-0.48262, -0.62620, -0.01140)  -0.18
C (-2.77467, -0.07973, 0.01793)  -0.16
H (4.10249, -0.34802, 0.22972)  0.05
H (3.06995, 2.29938, -0.05574)  -0.02
H (2.53581, -2.27105, -0.06233)  0.07
H (0.11849, 2.86361, -0.01636)  0.05
H (0.31626, -2.53956, -0.09977)  0.10
H (-2.38713, 2.14671, 0.00793)  0.12
H (-1.98929, -2.18958, -0.00566)  0.11
H (-3.41757, -0.14007, 0.90300)  0.14
H (-3.44660, -0.14067, -0.84453)  0.14

Computed properties:
- Energy above the lowest of the compared OMol25 structures with the same formula, charge and spin: 4.649 eV
- Lowest unoccupied orbital energy (spin up / spin down): -0.06463 / -0.06451 Eh
- HOMO-LUMO gap (spin up / spin down): 5.67 / 5.67 eV